No. 1
The following is a quantum chemistry calculation of a molecular structure, C39H31IN8O2Tl, from the OMol25 dataset.

Values from the calculation:
total charge = +1
gap between HOMO and LUMO = 7.1 eV

Each line ends with the Löwdin charge.
Atoms and positions in Å:
Tl1 -0.08 0.47 -0.38  0.993
O1 -4.69 2.26 -3.06  0.072
C1 -4.19 1.37 -3.93  -0.259
C2 -4.72 1.40 -5.23  -0.003
C3 -4.26 0.52 -6.19  -0.064
C4 -3.27 -0.41 -5.89  -0.083
C5 -2.74 -0.44 -4.62  -0.032
C6 -3.18 0.44 -3.62  -0.080
C7 -2.57 0.35 -2.29  -0.412
O2 -1.63 -0.50 -2.07  -0.166
N1 -3.03 1.17 -1.34  0.069
N2 -2.31 1.04 -0.20  -0.079
C8 -2.77 1.32 0.95  -0.057
C9 -1.94 0.98 2.11  -0.262
C10 -2.41 1.14 3.39  0.008
C11 -1.65 0.69 4.46  -0.018
C12 -0.43 0.08 4.20  -0.015
C13 -0.01 -0.04 2.89  -0.119
N3 -0.74 0.41 1.87  0.025
H1 -4.25 2.12 -2.19  0.067
H2 -5.49 2.13 -5.45  0.123
H3 -4.68 0.56 -7.18  0.111
H4 -2.92 -1.10 -6.64  0.103
H5 -1.98 -1.16 -4.35  0.109
H6 -3.78 1.70 1.09  0.148
H7 -3.39 1.59 3.55  0.129
H8 -2.01 0.80 5.47  0.124
H9 0.18 -0.31 5.00  0.121
H10 0.93 -0.51 2.63  0.098
C14 0.13 -2.92 0.31  -0.095
N4 0.45 -1.95 -0.76  -0.088
C15 1.84 -2.04 -1.19  -0.109
C16 2.71 -1.22 -0.28  -0.314
N5 2.25 -0.47 0.69  0.124
C17 3.38 0.13 1.25  -0.222
C18 3.49 0.99 2.34  -0.043
C19 4.75 1.46 2.66  -0.074
C20 5.88 1.07 1.92  -0.074
C21 5.79 0.20 0.86  -0.007
C22 4.52 -0.26 0.54  -0.177
N6 4.06 -1.14 -0.42  0.197
C23 -1.15 -2.61 0.99  -0.337
N7 -1.35 -2.82 2.26  0.182
C24 -2.65 -2.37 2.49  -0.232
C25 -3.38 -2.33 3.68  -0.018
C26 -4.64 -1.77 3.63  -0.085
C27 -5.18 -1.27 2.43  -0.081
C28 -4.47 -1.32 1.25  -0.025
C29 -3.20 -1.88 1.30  -0.203
N8 -2.23 -2.06 0.34  0.181
H11 0.92 -2.87 1.06  0.129
H12 0.12 -3.93 -0.10  0.141
H13 -0.16 -2.10 -1.56  0.111
H14 1.93 -1.65 -2.21  0.122
H15 2.20 -3.08 -1.21  0.142
H16 2.62 1.30 2.90  0.088
H17 4.87 2.13 3.50  0.110
H18 6.85 1.46 2.21  0.110
H19 6.67 -0.11 0.30  0.117
H20 4.61 -1.62 -1.12  0.175
H21 -2.97 -2.73 4.59  0.117
H22 -5.24 -1.73 4.53  0.105
H23 -6.18 -0.85 2.44  0.107
H24 -4.90 -0.95 0.32  0.117
H25 -2.24 -1.72 -0.61  0.119
I1 1.04 3.38 0.83  1.070
C30 2.63 2.83 -0.41  -0.618
C31 3.83 3.43 -0.14  -0.154
C32 4.92 3.27 -1.01  -0.059
C33 4.76 2.59 -2.18  -0.022
C34 3.53 1.96 -2.48  -0.159
C35 3.36 1.31 -3.73  -0.019
C36 2.18 0.71 -4.06  -0.056
C37 1.15 0.63 -3.09  -0.128
C38 1.29 1.23 -1.87  -0.225
C39 2.45 2.00 -1.56  -0.244
H26 3.94 4.05 0.74  0.097
H27 5.87 3.75 -0.77  0.116
H28 5.56 2.52 -2.90  0.120
H29 4.18 1.33 -4.44  0.120
H30 2.04 0.25 -5.03  0.114
H31 0.26 0.07 -3.32  0.087

No. 2
The following is a quantum chemistry calculation of a molecular structure, C39H32IN5P2PdS2, from the OMol25 dataset.

Values from the calculation:
total charge = -2
gap between HOMO and LUMO = 4.4 eV

Each line ends with the Löwdin charge.
Atoms and positions in Å:
Pd1 -1.38 -0.60 -1.89  0.505
S1 2.31 0.33 -1.19  0.262
P1 0.86 0.47 0.19  0.364
C1 -0.69 0.81 -0.34  -0.635
P2 -2.23 0.82 0.32  0.275
S2 -3.72 0.89 -1.01  0.163
C2 -2.48 2.23 1.49  -0.328
C3 -1.71 3.37 1.28  -0.100
C4 -1.87 4.49 2.07  -0.100
C5 -2.80 4.48 3.10  -0.118
C6 -3.58 3.35 3.31  -0.108
C7 -3.43 2.24 2.51  -0.106
C8 -2.58 -0.64 1.42  -0.327
C9 -2.21 -0.67 2.77  -0.107
C10 -2.36 -1.82 3.53  -0.102
C11 -2.90 -2.96 2.96  -0.123
C12 -3.29 -2.94 1.63  -0.101
C13 -3.13 -1.79 0.87  -0.130
C14 1.40 1.80 1.37  -0.332
C15 0.92 1.84 2.67  -0.109
C16 1.21 2.91 3.52  -0.099
C17 1.99 3.96 3.06  -0.119
C18 2.48 3.93 1.76  -0.101
C19 2.20 2.85 0.93  -0.128
C20 1.07 -1.06 1.21  -0.324
C21 0.35 -2.19 0.83  -0.097
C22 0.48 -3.38 1.53  -0.094
C23 1.33 -3.45 2.62  -0.115
C24 2.07 -2.33 3.00  -0.108
C25 1.94 -1.15 2.29  -0.099
H1 -0.97 3.34 0.48  0.082
H2 -1.26 5.37 1.89  0.094
H3 -2.92 5.36 3.73  0.085
H4 -4.32 3.35 4.11  0.087
H5 -4.06 1.37 2.66  0.103
H6 -1.82 0.22 3.23  0.086
H7 -2.05 -1.82 4.57  0.092
H8 -3.01 -3.86 3.55  0.087
H9 -3.71 -3.83 1.17  0.092
H10 -3.43 -1.76 -0.17  0.049
H11 0.31 1.03 3.04  0.091
H12 0.82 2.92 4.52  0.095
H13 2.21 4.80 3.71  0.087
H14 3.10 4.74 1.39  0.091
H15 2.61 2.80 -0.07  0.050
H16 -0.33 -2.12 -0.02  0.070
H17 -0.10 -4.24 1.23  0.097
H18 1.43 -4.38 3.18  0.086
H19 2.74 -2.39 3.85  0.087
H20 2.52 -0.28 2.59  0.098
I1 -1.66 5.92 -2.09  0.757
C26 -0.84 4.14 -2.76  -0.783
C27 0.28 3.52 -2.27  -0.194
N1 0.43 2.41 -3.02  -0.032
N2 -0.54 2.25 -3.92  0.041
C28 -1.32 3.31 -3.79  -0.238
H21 0.94 3.75 -1.45  0.096
H22 1.03 1.62 -2.75  0.019
H23 -2.20 3.43 -4.40  0.090
C29 -2.13 -3.41 -2.27  -0.125
C30 -2.24 -2.22 -3.06  -0.295
N3 -1.18 -1.65 -3.68  -0.051
C31 0.04 -2.07 -3.24  -0.148
C32 0.26 -3.27 -2.53  -0.257
C33 -0.89 -3.94 -2.06  -0.106
C34 1.54 -3.73 -2.07  -0.067
C35 2.83 -3.34 -2.25  -0.077
C36 3.43 -2.39 -3.16  -0.319
C37 4.67 -1.81 -2.83  -0.062
C38 5.25 -0.96 -3.73  -0.170
N4 4.70 -0.66 -4.92  0.046
C39 3.53 -1.25 -5.14  -0.232
N5 2.87 -2.09 -4.35  0.117
H24 -3.03 -3.86 -1.86  0.082
H25 -3.22 -1.88 -3.40  0.089
H26 0.88 -1.50 -3.62  0.072
H27 -0.78 -4.86 -1.48  0.098
H28 1.44 -4.53 -1.34  0.096
H29 3.54 -3.79 -1.57  0.089
H30 5.12 -2.00 -1.87  0.103
H31 6.20 -0.48 -3.51  0.094
H32 3.04 -1.02 -6.08  0.099

No. 3
The following is a quantum chemistry calculation of a molecular structure, C39H32N11OPSSc, from the OMol25 dataset.

Values from the calculation:
total charge = +1
gap between HOMO and LUMO = 4.6 eV

Each line ends with the Löwdin charge.
Atoms and positions in Å:
Sc1 -0.35 0.35 0.26  1.016
C1 -4.22 -2.41 4.78  -0.063
C2 -4.00 -1.22 5.50  -0.060
C3 -3.36 -0.14 4.92  0.000
C4 -2.94 -0.28 3.60  -0.099
C5 -2.25 0.63 2.69  -0.255
N1 -1.91 1.86 3.02  0.217
C6 -1.25 2.67 2.20  -0.253
C7 -1.05 4.09 2.45  -0.105
C8 -1.42 4.91 3.51  -0.001
C9 -1.08 6.25 3.43  -0.060
C10 -0.40 6.76 2.31  -0.062
C11 -0.04 5.95 1.25  -0.007
C12 -0.37 4.60 1.34  -0.116
C13 -0.18 3.48 0.43  -0.284
N2 0.42 3.59 -0.76  0.213
C14 0.43 2.64 -1.66  -0.280
N3 -0.22 1.42 -1.62  0.063
C15 0.05 0.76 -2.78  -0.282
N4 -0.39 -0.42 -3.16  0.219
C16 -1.13 -1.20 -2.38  -0.255
N5 -1.36 -1.02 -1.05  0.069
C17 -2.19 -2.02 -0.61  -0.279
N6 -2.68 -2.17 0.62  0.212
C18 -2.60 -1.25 1.56  -0.281
N7 -2.07 0.01 1.48  0.063
C19 -3.15 -1.46 2.90  -0.113
C20 -3.80 -2.54 3.47  -0.011
C21 -2.47 -2.92 -1.71  -0.122
C22 -3.23 -4.08 -1.79  -0.003
C23 -3.29 -4.72 -3.02  -0.061
C24 -2.62 -4.20 -4.14  -0.061
C25 -1.87 -3.04 -4.06  -0.001
C26 -1.80 -2.41 -2.82  -0.106
C27 0.93 1.57 -3.62  -0.113
C28 1.49 1.34 -4.86  -0.007
C29 2.32 2.32 -5.38  -0.064
C30 2.56 3.51 -4.67  -0.063
C31 1.98 3.74 -3.43  -0.006
C32 1.17 2.75 -2.91  -0.111
N8 -0.68 2.35 1.00  0.059
H1 -4.72 -3.23 5.27  0.108
H2 -4.35 -1.16 6.52  0.108
H3 -3.20 0.78 5.46  0.117
H4 -1.95 4.51 4.36  0.118
H5 -1.34 6.92 4.23  0.108
H6 -0.16 7.82 2.28  0.108
H7 0.46 6.34 0.38  0.116
H8 -3.98 -3.45 2.91  0.115
H9 -3.76 -4.47 -0.93  0.117
H10 -3.87 -5.63 -3.13  0.108
H11 -2.70 -4.73 -5.08  0.108
H12 -1.37 -2.64 -4.92  0.117
H13 1.29 0.42 -5.40  0.117
H14 2.78 2.18 -6.35  0.107
H15 3.20 4.26 -5.12  0.107
H16 2.16 4.66 -2.89  0.116
C33 -0.05 -3.69 2.50  -0.145
P1 0.93 -2.70 1.40  0.604
C34 0.89 -3.48 -0.20  -0.134
C35 2.63 -2.76 1.97  -0.148
O1 0.44 -1.27 1.37  -0.413
H17 0.37 -4.69 2.58  0.069
H18 -1.07 -3.75 2.11  0.049
H19 -0.08 -3.23 3.49  0.073
H20 1.33 -4.48 -0.14  0.073
H21 1.46 -2.87 -0.91  0.048
H22 -0.14 -3.57 -0.55  0.050
H23 2.99 -3.78 1.99  0.068
H24 2.70 -2.33 2.97  0.069
H25 3.24 -2.17 1.28  0.045
C36 4.98 -1.81 -1.91  -0.084
C37 3.87 -0.88 -2.41  -0.228
C38 3.35 0.01 -1.33  -0.587
N9 2.21 -0.14 -0.76  0.021
N10 1.94 0.81 0.20  -0.073
C39 2.91 1.67 0.36  -0.666
N11 2.90 2.66 1.28  0.142
S1 4.24 1.37 -0.70  1.155
H26 5.32 -2.47 -2.71  0.082
H27 4.61 -2.44 -1.09  0.069
H28 5.84 -1.25 -1.55  0.075
H29 3.01 -1.45 -2.77  0.114
H30 4.22 -0.28 -3.25  0.115
H31 2.01 2.87 1.70  0.100
H32 3.51 3.45 1.15  0.111

Calculated ΔE to the lowest compared entry with this formula, charge and spin (kJ/mol), listed in the same order as above: 0.0; 0.0; 0.0
Calculated HOMO (eV), listed in the same order as above: -10.38; -0.62; -8.55